# 1
This record from OMol25 describes a structure of composition C39H42Cl65N2O5P2. The level of theory is the ωB97M-V functional and the def2-TZVPD basis.

Last column: Mulliken charge in e.
Positions of all 155 atoms, in Å:
C 3.07967 6.63688 1.60237  -0.65
C 1.98820 6.10387 1.08521  -0.25
C 0.77380 5.09694 0.68845  -0.23
C 0.94940 3.61498 1.30041  0.06
C 1.46884 2.50861 0.19645  -1.08
C 0.57330 1.17849 0.21398  -1.17
N 0.69626 0.35151 1.26722  0.76
P 1.72680 0.38338 2.72134  0.53
C 3.57267 0.52748 2.31592  -0.99
C 1.15084 1.65085 4.00817  -0.63
C -0.25247 -0.80826 1.12968  -1.49
P 0.03089 -2.37810 2.18333  1.81
N -0.42227 -2.03369 3.67387  -0.71
O 1.70080 -2.87177 2.18999  -0.49
O -0.81480 -3.73247 1.50069  0.12
C -0.62909 -0.94960 -0.43127  0.90
C 0.53132 -1.87609 -1.13303  -1.29
O 0.11489 -2.34407 -2.46754  0.40
C 1.16129 -3.21246 -3.02147  0.55
C 2.21136 -2.31586 -3.88201  -0.13
O 3.37380 -3.10716 -4.32211  0.10
C 4.42616 -2.13884 -4.65438  -0.09
C 4.05314 -1.28390 -5.99358  -0.95
C -1.96260 -1.76578 -0.83001  0.35
C -3.26324 -1.45626 0.08975  0.04
O -4.24058 -0.81715 -0.46405  -0.52
Cl -3.50535 -1.95844 1.83132  -0.08
C -0.51789 0.62703 -0.88442  1.91
C 0.26722 0.94631 -2.28022  -0.56
C -0.59488 0.50561 -3.61144  -0.67
C -1.93114 1.39958 -0.99577  -0.51
C -1.83017 2.99577 -1.20961  0.37
C -1.93990 3.46892 -2.76709  -0.56
H 4.11390 6.94829 1.96400  0.39
H 0.55480 5.13812 -0.43882  0.28
H -0.16441 5.55648 1.20778  0.36
H -0.00843 3.18796 1.79538  0.13
H 1.79777 3.68714 2.09285  0.10
H 1.45268 3.07516 -0.81808  0.49
H 2.59358 2.27997 0.39701  0.35
H 4.09839 -0.33931 2.89243  0.37
H 4.06943 1.51278 2.63778  0.38
H 3.71768 0.27401 1.19409  0.22
H 1.21643 1.15799 5.05366  -0.08
H 0.09474 2.08669 3.82497  0.23
H 1.90161 2.53715 3.96609  0.36
H -1.22869 -0.35686 1.58893  0.49
H -0.76169 -1.04415 3.69032  -0.03
H 1.81594 -3.45650 1.38416  0.20
H -1.02011 -4.28229 2.31711  -0.13
H 0.72824 -2.85330 -0.52853  0.24
H 1.56042 -1.33236 -1.16740  -0.12
H 0.75252 -4.04462 -3.69929  0.12
H 1.78878 -3.73830 -2.19872  -0.75
H 2.51042 -1.37253 -3.29421  0.01
H 1.63461 -1.97531 -4.83868  0.03
H 4.61239 -1.38356 -3.80545  0.10
H 5.38181 -2.74853 -4.83262  0.35
H 4.88469 -1.47905 -6.76075  0.31
H 3.05196 -1.65636 -6.45638  0.25
H 3.94485 -0.18734 -5.67274  0.27
H -2.26540 -1.55271 -1.93326  -0.81
H -1.79261 -2.91916 -0.79195  0.72
H 1.32585 0.45719 -2.32315  0.13
H 0.46844 2.08510 -2.42979  0.59
H -1.55158 -0.06883 -3.34711  0.01
H -0.74766 1.41452 -4.29338  0.41
H 0.08771 -0.25930 -4.16852  -0.14
H -2.64288 0.97395 -1.79528  0.08
H -2.47996 1.24287 0.02344  0.35
H -0.91049 3.49667 -0.73918  -0.72
H -2.75513 3.47203 -0.68081  0.49
H -0.88804 3.84812 -3.09602  0.28
H -2.64548 4.38438 -2.85516  0.13
H -2.34729 2.64426 -3.46436  0.05
C 4.06076 10.37203 2.21877  0.25
Cl 2.91602 10.99202 1.00852  -0.08
Cl 3.65621 8.67910 2.60292  -0.08
Cl 5.71279 10.45190 1.56765  -0.11
Cl 3.95581 11.35870 3.69446  -0.05
C -3.66402 -6.24651 2.86253  0.39
Cl -4.95700 -5.02631 2.72852  -0.11
Cl -4.24327 -7.64189 3.79581  -0.07
Cl -3.18420 -6.78090 1.23619  -0.03
Cl -2.26208 -5.52875 3.69050  -0.16
C 4.83856 -3.93358 -0.77378  0.17
Cl 3.22522 -4.63421 -0.50074  -0.11
Cl 4.71369 -2.15849 -0.80548  -0.07
Cl 5.92804 -4.42740 0.54011  -0.08
Cl 5.48126 -4.50970 -2.32506  0.01
C -4.10158 -2.49955 -4.85328  0.16
Cl -5.24630 -1.85947 -6.05217  0.03
Cl -4.52338 -4.18165 -4.46578  -0.06
Cl -2.45199 -2.43684 -5.51737  -0.11
Cl -4.17802 -1.52019 -3.37273  -0.01
C -8.55912 -7.41586 3.73923  0.29
Cl -8.83590 -8.78242 2.63575  -0.10
Cl -7.07388 -6.55977 3.26261  0.01
Cl -9.93975 -6.29872 3.65707  -0.11
Cl -8.38542 -8.02231 5.40167  -0.11
C -7.64946 -0.24510 -8.83823  0.32
Cl -6.62609 -1.60487 -9.35301  -0.09
Cl -8.34433 -0.59818 -7.24004  -0.10
Cl -6.66640 1.23348 -8.74281  -0.05
Cl -8.95995 -0.01086 -10.01563  -0.10
C 4.90925 -7.68543 -4.99204  0.27
Cl 6.36404 -7.64114 -6.01230  -0.05
Cl 4.15986 -6.07270 -4.95828  -0.02
Cl 3.75407 -8.86020 -5.65943  -0.11
Cl 5.36140 -8.16453 -3.33803  -0.11
C 2.71514 0.42425 8.06138  0.30
Cl 1.42263 1.63730 7.91445  -0.07
Cl 2.12503 -0.95833 9.00870  -0.08
Cl 3.19451 -0.12970 6.44027  -0.06
Cl 4.11729 1.14814 8.87861  -0.09
C -1.55095 -6.84373 -3.45869  0.11
Cl -0.31226 -6.81877 -2.18216  -0.04
Cl -1.80120 -5.19474 -4.07177  0.04
Cl -1.01084 -7.89416 -4.78636  -0.08
Cl -3.07700 -7.46564 -2.79113  -0.10
C 2.36201 -10.95493 -2.34741  0.25
Cl 2.54000 -10.51057 -0.63479  -0.11
Cl 1.31556 -9.77080 -3.16105  0.02
Cl 3.95950 -10.96260 -3.12530  -0.07
Cl 1.63334 -12.57188 -2.46749  -0.09
C 0.12426 10.77795 5.36948  0.29
Cl 0.11445 12.28954 6.30341  -0.06
Cl 0.98264 11.03440 3.83395  -0.02
Cl 0.94912 9.50967 6.30446  -0.11
Cl -1.54904 10.27596 5.03762  -0.11
C -1.62378 12.87320 10.02567  0.26
Cl -3.16032 12.28706 10.70161  -0.05
Cl -0.84363 11.56669 9.10335  -0.03
Cl -1.93897 14.25158 8.94776  -0.11
Cl -0.55139 13.38825 11.34816  -0.06
C -3.82907 4.19787 -6.38369  0.33
Cl -4.97489 4.82150 -7.59049  -0.09
Cl -4.23868 2.51184 -5.99317  -0.05
Cl -2.17849 4.26988 -7.04047  -0.10
Cl -3.92344 5.18742 -4.90901  -0.10
C 6.61409 -8.64817 -9.92163  0.33
Cl 7.81003 -7.60028 -9.12486  -0.11
Cl 5.39623 -9.16807 -8.73523  -0.04
Cl 5.81850 -7.74832 -11.23212  -0.09
Cl 7.43268 -10.07512 -10.59467  -0.09
C -1.44990 9.52880 13.52478  0.32
Cl -2.24376 10.78601 14.49926  -0.10
Cl -0.13675 8.78888 14.46768  -0.10
Cl -2.63843 8.28195 13.08391  -0.10
Cl -0.78143 10.25858 12.04829  -0.01
C -2.76712 0.78916 6.02597  0.18
Cl -2.76628 2.30663 6.95101  -0.09
Cl -1.90808 1.03474 4.48602  -0.01
Cl -1.94740 -0.47813 6.96307  -0.06
Cl -4.44205 0.29520 5.69684  -0.09

## Properties
**E_HOMO**: -10.71 eV
**Total charge**: +1
**Maximum force**: 8.48 eV/A

=====

# 2
This record from OMol25 describes a structure of composition C23H45BrCaCl3CsFLiN3O9P. The level of theory is the ωB97M-V functional and the def2-TZVPD basis.

Last column: Mulliken charge in e.
Positions of all 89 atoms, in Å:
C 2.51616 -0.83146 2.70673  -1.43
C 1.59818 -2.01233 2.37435  0.39
O 1.39943 -2.21577 0.93957  -0.22
P 0.46075 -3.51068 0.62959  0.76
O -0.43761 -3.87248 1.76761  -1.05
C -0.51538 -3.38673 -0.89311  -1.17
C -1.68640 -2.38457 -0.90659  -2.85
C -1.28381 -0.89728 -1.09842  3.88
C 0.00501 -0.75042 -1.94716  -0.51
C -0.01718 -1.32913 -3.38244  -2.22
O -1.27514 -1.83286 -3.84319  -0.50
C -0.92172 -0.18456 0.25358  -1.81
O -1.29417 -0.91158 1.40855  1.11
C -2.10726 -0.09983 2.32565  -1.81
O -2.46541 -0.32615 -1.71441  -0.32
C -2.35283 1.01244 -2.08214  0.21
O -2.84537 1.84744 -1.37487  -0.52
C -1.71647 1.45222 -3.39403  -0.40
C -0.54188 2.44840 -3.21994  0.17
O 0.36389 2.31631 -4.01350  -0.57
N -0.53846 3.40154 -2.19005  0.34
C 0.13586 2.92505 -0.97643  0.41
C -0.10713 4.72915 -2.65493  -1.04
O 1.46932 -4.77806 0.44258  -0.34
C 2.86834 -4.46760 0.32583  -0.15
C 3.26625 -3.77775 -0.99612  -0.69
H 2.62770 -0.12464 1.88730  0.33
H 3.48177 -1.23031 3.02314  0.38
H 2.10245 -0.33349 3.58406  0.30
H 0.64888 -1.84874 2.90263  -0.50
H 2.00258 -2.95986 2.74320  0.58
H 0.18061 -3.28852 -1.73046  0.41
H -0.95670 -4.38428 -0.99568  0.43
H -2.26110 -2.60317 -1.77379  0.55
H -2.42358 -2.53793 -0.09239  0.48
H 0.25242 0.30957 -2.00823  -0.22
H 0.82586 -1.22248 -1.40775  0.59
H 0.73690 -2.12264 -3.44900  0.53
H 0.31025 -0.56377 -4.09294  0.58
H -1.15422 -2.71409 -4.19625  0.34
H -1.35963 0.81126 0.32658  0.61
H 0.16340 -0.04589 0.29608  0.06
H -2.10990 -0.63504 3.34623  0.49
H -1.67916 0.87702 2.52875  0.35
H -3.17123 -0.01519 1.98988  0.38
H -1.43025 0.64404 -4.05906  0.31
H -2.49118 2.02313 -3.91697  0.50
H -0.59278 2.82570 -0.16195  0.11
H 0.88365 3.61538 -0.61202  -0.55
H 0.63357 1.95791 -1.08530  0.17
H -1.01141 5.30900 -2.88068  0.31
H 0.56607 4.72165 -3.51204  0.39
H 0.41289 5.29501 -1.86674  0.34
H 3.27344 -3.94921 1.19475  0.29
H 3.36519 -5.43934 0.31222  0.32
H 3.86735 -2.90396 -0.72661  0.29
H 2.39957 -3.37260 -1.51681  -0.03
H 3.88555 -4.40880 -1.62792  0.37
F -3.33034 -4.07283 -0.24632  -0.85
Li -3.90691 -2.27494 -1.96382  1.25
O 3.59182 -7.81603 -0.89833  -0.89
H 2.78162 -7.52150 -0.46854  0.25
Cs -2.00896 -2.73995 3.10140  1.20
Ca 3.31771 -8.67874 1.07383  1.30
C 3.65470 6.92006 2.84155  -1.16
C 3.78710 7.04768 1.32414  -0.47
C 2.69997 6.29030 0.55457  -0.14
C 2.77100 4.82661 0.87645  0.28
N 2.81285 3.76523 1.32766  -0.63
H 3.75974 5.88357 3.16454  0.34
H 4.43365 7.49896 3.34372  0.35
H 2.68580 7.28929 3.18264  0.29
H 4.77071 6.67923 1.02092  0.26
H 3.73998 8.10445 1.05020  0.34
H 2.84228 6.43939 -0.57929  0.21
H 1.70637 6.66803 0.82381  0.39
Br 2.88384 4.96226 -1.49775  -0.64
Cl -3.97968 1.68493 3.39248  -0.76
C -8.22267 -2.65284 -3.66994  -0.92
C -6.91007 -2.51426 -3.07043  0.40
N -5.87691 -2.40164 -2.59727  -0.41
H -8.55131 -3.69077 -3.65579  0.28
H -8.96194 -2.06124 -3.13220  0.29
H -8.21664 -2.31803 -4.70597  0.28
C 0.32818 0.08644 7.61528  -0.35
Cl -0.30580 -1.38983 8.35874  -0.17
Cl -0.11370 0.20125 5.91112  -0.04
H -0.08061 0.94352 8.13726  0.29
H 1.40868 0.07997 7.69696  0.27

## Properties
**E_HOMO**: -5.22 eV
**Maximum force**: 6.81 eV/A

=====

# 3
This record from OMol25 describes the ion C4H6N with charge +1. The level of theory is the ωB97M-V functional and the def2-TZVPD basis.

Last column: Mulliken charge in e.
Positions of all 11 atoms, in Å:
C 2.32288 0.07205 -0.12917  -0.65
C 1.10588 -0.37449 0.16138  0.00
C -0.13583 0.43634 -0.10977  0.02
N -1.40530 0.29204 0.17768  -0.03
C -2.53589 -0.19397 -0.00070  -0.11
H 3.04203 -0.52769 0.27047  0.29
H 2.50304 1.03047 -0.55315  0.30
H 1.00559 -1.36812 0.66643  0.29
H 0.03637 1.54992 -0.17390  0.31
H -3.36374 -0.36123 0.72767  0.30
H -2.57504 -0.55531 -1.03693  0.27

## Properties
**E_HOMO**: -15.37 eV
**ΔE to the lowest compared entry with this formula, charge and spin**: 31.8 kcal per mole
**Total charge**: +1
**Maximum force**: 3.32 eV/A
**Structure (SMILES)**: C=CC=[N+]=C

=====

# 4
This record from OMol25 describes the ion C6H11N with charge -1. The level of theory is the ωB97M-V functional and the def2-TZVPD basis.

Last column: Mulliken spin population.
Positions of all 18 atoms, in Å:
C 1.86347 -0.85414 1.58936  0.25
C 0.48065 -1.32201 1.05818  0.05
N -1.16448 1.31510 0.74109  0.30
C -0.55195 0.66268 -0.33689  -0.20
C 0.13475 -0.47558 -0.14436  0.15
C -1.23781 0.49481 -2.65798  0.50
C -0.73028 1.32489 -1.69251  0.27
H 2.54502 -0.34542 0.89482  -0.03
H 1.88709 -0.00969 2.37211  -0.03
H 2.53823 -1.58758 1.96778  -0.09
H -0.31073 -0.97027 1.70924  0.02
H 0.49467 -2.37755 1.08791  -0.03
H -1.03597 0.82437 1.58209  -0.08
H -2.18672 1.63298 0.62922  -0.07
H 0.63146 -0.95767 -1.04420  0.01
H -1.29029 0.79877 -3.65443  0.00
H -1.45808 -0.54845 -2.46251  -0.02
H -0.60903 2.39477 -1.63890  0.00

## Properties
**E_HOMO (alpha / beta)**: 1.10 / -3.05 eV
**ΔE to the lowest compared entry with this formula, charge and spin**: 36.0 kcal per mole
**Total charge**: -1
**⟨S²⟩**: 0.76
**Spin multiplicity**: 2
**Maximum force**: 4.56 eV/A

=====

Which of these has the highest maximum force? C39H42Cl65N2O5P2

=====

Repeat the fourth record exactly.
This record from OMol25 describes the ion C6H11N with charge -1. The level of theory is the ωB97M-V functional and the def2-TZVPD basis.

Last column: Mulliken spin population.
Positions of all 18 atoms, in Å:
C 1.86347 -0.85414 1.58936  0.25
C 0.48065 -1.32201 1.05818  0.05
N -1.16448 1.31510 0.74109  0.30
C -0.55195 0.66268 -0.33689  -0.20
C 0.13475 -0.47558 -0.14436  0.15
C -1.23781 0.49481 -2.65798  0.50
C -0.73028 1.32489 -1.69251  0.27
H 2.54502 -0.34542 0.89482  -0.03
H 1.88709 -0.00969 2.37211  -0.03
H 2.53823 -1.58758 1.96778  -0.09
H -0.31073 -0.97027 1.70924  0.02
H 0.49467 -2.37755 1.08791  -0.03
H -1.03597 0.82437 1.58209  -0.08
H -2.18672 1.63298 0.62922  -0.07
H 0.63146 -0.95767 -1.04420  0.01
H -1.29029 0.79877 -3.65443  0.00
H -1.45808 -0.54845 -2.46251  -0.02
H -0.60903 2.39477 -1.63890  0.00

## Properties
**E_HOMO (alpha / beta)**: 1.10 / -3.05 eV
**ΔE to the lowest compared entry with this formula, charge and spin**: 36.0 kcal per mole
**Total charge**: -1
**⟨S²⟩**: 0.76
**Spin multiplicity**: 2
**Maximum force**: 4.56 eV/A

=====

The lowest maximum force belongs to which entry? C4H6N